{"formula": "C19H28CdF5O3Te", "method": "ωB97M-V/def2-TZVPD", "species": ["O", "C", "C", "H", "H", "C", "H", "H", "C", "H", "H", "H", "C", "H", "H", "H", "Cd", "C", "C", "C", "H", "C", "C", "H", "H", "H", "H", "C", "C", "C", "H", "C", "C", "H", "H", "H", "H", "O", "C", "C", "H", "H", "C", "H", "H", "C", "H", "H", "H", "H", "F", "Te", "F", "F", "F", "F", "O"], "coordinates": [[2.330016, 0.120955, -2.302261], [2.102035, 1.318969, -3.183279], [1.701207, 0.459817, -4.370585], [3.027297, 1.897354, -3.288958], [1.286534, 1.929772, -2.768378], [1.748152, -0.723561, -3.394443], [2.464453, 0.408497, -5.150150], [0.704696, 0.664090, -4.761555], [2.679893, -1.858994, -3.798419], [3.686671, -1.498974, -4.060522], [2.258638, -2.362385, -4.687583], [2.735524, -2.606571, -2.989645], [0.377290, -1.252526, -3.013770], [-0.301547, -0.446190, -2.702678], [0.456160, -1.985692, -2.196912], [-0.064482, -1.766579, -3.881536], [2.721493, 0.178926, -0.245334], [-2.288488, -0.500008, 3.752612], [-2.276860, 0.893535, 3.520090], [-3.292037, 1.194597, 2.554996], [-1.589728, 1.622813, 3.938380], [-4.014496, -0.017684, 2.293511], [-3.376539, -1.067149, 3.000323], [-3.659965, -2.118704, 2.985740], [-1.598369, -1.045625, 4.400795], [-3.614206, 2.180718, 2.248906], [-4.896532, -0.081837, 1.652958], [1.854593, -2.700962, 2.842190], [0.692205, -2.417608, 2.074773], [0.924321, -2.838535, 0.736109], [-0.226780, -1.963780, 2.431352], [2.261020, -3.322100, 0.657276], [2.826809, -3.259109, 1.967356], [3.826126, -3.593142, 2.250915], [1.974433, -2.528915, 3.904556], [0.196836, -2.809283, -0.074186], [2.748202, -3.683575, -0.247873], [-1.965375, 1.569097, 0.881823], [-2.097810, 0.635543, -0.203413], [-2.659151, 1.418154, -1.393344], [-2.729586, -0.213814, 0.105771], [-1.082246, 0.264012, -0.405570], [-2.391953, 2.901573, -1.066341], [-3.731251, 1.236762, -1.479056], [-2.184438, 1.106117, -2.325677], [-1.822075, 2.902305, 0.361353], [-3.308587, 3.500669, -1.113709], [-1.642453, 3.322191, -1.741084], [-2.328170, 3.613486, 1.026586], [-0.748501, 3.145318, 0.353672], [2.820704, 2.448878, 1.167803], [1.685907, 1.451837, 2.421319], [0.360153, 2.825976, 2.461216], [2.634260, 2.371124, 3.819404], [3.132451, 0.134920, 2.436291], [0.715147, 0.362846, 3.658157], [0.958427, 0.582437, 0.940000]], "forces_ev_per_angstrom": [[-0.922, 0.698, -3.547], [0.228, 0.064, 0.798], [0.106, -0.078, 0.471], [-0.285, -0.104, 0.171], [0.372, -0.128, -0.057], [-0.063, -0.925, -0.273], [-0.233, 0.027, 0.017], [0.179, 0.000, -0.164], [-0.055, -0.149, 0.118], [-0.322, -0.072, 0.219], [0.112, 0.220, 0.316], [0.131, 0.304, -0.253], [-0.065, -0.190, 0.219], [0.202, -0.164, -0.045], [-0.011, 0.302, -0.130], [0.123, 0.188, 0.177], [0.646, -1.029, 1.930], [0.528, 2.306, 0.269], [0.561, -1.909, 0.725], [-1.466, -0.972, 0.950], [-0.070, -0.307, -0.147], [0.364, -0.567, 0.222], [-1.064, 1.045, -1.035], [0.083, 0.320, 0.001], [-0.282, 0.246, -0.346], [-0.035, -0.118, 0.228], [0.365, -0.128, 0.214], [0.001, -0.340, -1.062], [0.248, -0.592, -0.378], [0.190, 0.539, 0.557], [0.143, -0.059, -0.001], [0.131, 0.315, 0.292], [-0.424, 0.237, -0.029], [-0.253, 0.148, -0.116], [0.029, 0.074, -0.074], [0.123, 0.039, 0.127], [-0.054, -0.135, 0.220], [-0.027, 0.378, -1.307], [0.846, 0.108, 0.102], [-0.229, 0.016, 0.214], [0.261, 0.490, 0.093], [-0.217, -0.080, -0.018], [0.063, -0.006, 0.118], [-0.005, 0.014, -0.098], [-0.084, 0.028, 0.006], [0.517, -0.593, -0.046], [0.210, -0.113, -0.166], [-0.231, 0.095, -0.052], [0.047, -0.274, 0.008], [-0.306, -0.007, 0.056], [-0.313, 0.107, 0.685], [-0.055, -2.207, -0.889], [0.659, -0.175, 0.369], [-0.801, -0.511, -0.723], [-0.658, 1.238, 0.312], [0.796, 1.213, -0.207], [0.268, 1.175, 0.960]], "mulliken_charge": [0.061, -0.512, -0.819, 0.315, 0.156, 1.616, 0.337, 0.301, -1.648, 0.378, 0.395, 0.278, -1.152, 0.019, 0.201, 0.435, -0.043, -0.444, -0.460, 0.204, 0.409, -1.095, -0.378, 0.418, 0.458, 0.491, 0.438, -0.759, 0.120, -1.019, 0.411, -0.558, -0.581, 0.350, 0.422, 0.478, 0.351, -0.290, 0.164, -0.509, 0.410, -0.456, -0.580, 0.277, 0.271, -0.554, 0.223, 0.306, 0.454, 0.092, -0.483, 1.997, -0.455, -0.419, -0.471, -0.460, -0.095], "lumo_energy_ev": [1.61, 1.44], "total_charge": -1, "e_above_lowest_kcal_mol": 57.5, "e_tot_ev": -51739.6081, "e_homo_ha": [-0.104, -0.101], "mol_weight_g_mol": 639.4, "fmax_ev_per_a": 3.7}